(1)
This record from the Open Molecules 2025 dataset describes a cluster of 2 separate species, CH4N2O2S in total at a distorted geometry. The level of theory is ωB97M-V/def2-TZVPD.

Computed properties:
Frontier orbital gap in eV: 10.60
Maximum force in eV/Å: 3.2
Energy relative to the best compared isomer or geometry (same formula, charge and spin) in eV: 0.0713
DFT total energy in Eh: -698.67270
HOMO in eV: -9.8

```
10
Properties=species:S:1:pos:R:3:forces:R:3:lowdin_charge:R:1
C 0.0592 0.8121 -0.3088 1.378 -1.881 -0.793 -0.251
N 0.1209 4.6205 -2.0250 -1.028 -0.548 0.662 0.026
N -0.7125 4.1603 -1.4778 1.024 0.571 -0.679 0.018
O -1.5387 -1.3475 -0.7534 1.340 2.882 -0.132 -0.321
O -1.7495 0.1004 1.3784 -0.199 0.018 1.079 -0.489
S -1.6810 0.2854 -0.0501 0.672 -1.849 -1.991 0.874
H 0.6812 0.5485 -1.2343 -1.623 0.055 0.836 0.084
H 0.0321 1.8828 -0.2766 0.035 0.560 0.536 -0.013
H 0.6112 0.3021 0.5183 -0.545 0.826 -0.312 0.065
H -2.1660 -1.8851 -0.3035 -1.054 -0.634 0.793 0.006
```
Forces are in eV/Å.

***

(2)
This record from the Open Molecules 2025 dataset describes a cluster of 2 separate species, CH4N2O2S in total at a distorted geometry. The level of theory is ωB97M-V/def2-TZVPD.

Computed properties:
Frontier orbital gap in eV: 7.44
Maximum force in eV/Å: 3.5
Energy relative to the best compared isomer or geometry (same formula, charge and spin) in eV: 5.3601
DFT total energy in Eh: -698.47834
HOMO in eV: -8.3

```
10
Properties=species:S:1:pos:R:3:forces:R:3:lowdin_charge:R:1
C 1.4623 0.5364 0.3745 1.053 -0.346 0.030 -0.625
N -0.6795 1.5941 0.8626 -2.359 1.227 1.383 0.028
N -0.3739 -1.0025 -1.1599 0.302 -2.691 -0.515 0.006
O -1.4129 2.3862 0.3810 2.599 -2.318 0.138 0.095
O 0.4303 1.1612 -0.0221 -0.751 2.525 -2.203 -0.240
S 1.5467 -0.3432 1.7842 0.152 -0.520 0.629 0.780
H -0.9949 -0.7088 -1.8970 -0.223 0.443 -0.356 0.011
H 0.4969 -1.2896 -1.6695 -0.795 0.608 0.613 0.046
H -0.7743 -1.9433 -0.9268 0.380 0.973 -0.004 0.040
H 0.2994 -0.3905 2.2731 -0.357 0.099 0.284 -0.142
```
Forces are in eV/Å.

***

(3)
This record from the Open Molecules 2025 dataset describes a structure of composition CH4N2O3 at a distorted geometry. The level of theory is ωB97M-V/def2-TZVPD.

Computed properties:
Frontier orbital gap in eV: 9.38
Maximum force in eV/Å: 4.5
Energy relative to the best compared isomer or geometry (same formula, charge and spin) in eV: 4.8567
DFT total energy in Eh: -375.48877
HOMO in eV: -9.8

```
10
Properties=species:S:1:pos:R:3:forces:R:3:lowdin_charge:R:1
N 0.0316 -0.4889 0.4201 -1.227 0.278 1.217 -0.207
N 0.8236 0.2179 -0.4561 -1.896 2.199 -2.326 -0.067
C -1.2599 0.2594 0.0112 -0.347 -2.330 3.881 -0.312
O 0.0301 -1.8374 -0.0071 -0.330 0.375 -0.074 -0.027
O 1.4416 1.1912 0.3131 0.189 0.043 -0.092 -0.019
O -1.6463 1.2477 0.5931 0.651 -0.638 -1.020 0.074
H 0.5123 -2.3060 0.6891 -0.190 0.200 -0.023 0.103
H 2.1981 1.4706 -0.2248 -0.143 -0.043 -0.018 0.108
H -0.2529 0.8172 -0.9801 3.579 -0.609 -0.211 0.200
H -1.8782 -0.5719 -0.3586 -0.288 0.524 -1.336 0.149
```
Forces are in eV/Å.

***

(4)
This record from the Open Molecules 2025 dataset describes a structure of composition CH4N2O3 at a distorted geometry. The level of theory is ωB97M-V/def2-TZVPD.

Computed properties:
Frontier orbital gap in eV: 9.71
Maximum force in eV/Å: 6.2
Energy relative to the best compared isomer or geometry (same formula, charge and spin) in eV: 4.8351
DFT total energy in Eh: -375.48957
HOMO in eV: -10.7

```
10
Properties=species:S:1:pos:R:3:forces:R:3:lowdin_charge:R:1
C 1.1204 0.6374 0.1215 2.008 1.991 -1.678 -0.069
N 0.0128 -0.2099 0.2833 -0.278 -6.209 -0.042 0.002
N -1.2737 0.1422 0.1952 -0.425 0.806 -1.760 -0.454
O -1.5173 1.3141 0.3366 0.117 1.101 0.786 0.080
O -2.1090 -0.6787 -0.1272 -0.039 -0.884 0.347 0.061
O 0.1232 -1.8862 -0.2848 1.553 4.505 1.587 0.026
H 2.1041 0.2975 0.5098 -1.256 -0.183 1.154 0.097
H 1.5007 0.6759 -0.9346 -1.200 0.417 0.235 0.101
H 0.8189 1.6873 0.4855 0.590 -1.788 -0.517 0.130
H -0.7802 -1.9796 -0.5853 -1.070 0.245 -0.112 0.026
```
Forces are in eV/Å.

***

(5)
This record from the Open Molecules 2025 dataset describes a cluster of 2 separate species, CH4N2O3P in total at a distorted geometry. The level of theory is ωB97M-V/def2-TZVPD.

Computed properties:
Frontier orbital gap (spin up / spin down) in eV: 7.34 / 7.34
Maximum force in eV/Å: 2.2
Energy relative to the best compared isomer or geometry (same formula, charge and spin) in eV: 3.3853
DFT total energy in Eh: -717.14489
Charge: -1
HOMO (spin up / spin down) in eV: -3.5 / -3.5

```
11
Properties=species:S:1:pos:R:3:forces:R:3:lowdin_charge:R:1
C -0.9136 -0.7049 0.8062 -0.548 -1.145 -1.678 -0.059
N 0.4725 -1.1547 -1.3575 0.094 0.148 0.365 -0.180
N 1.1597 0.8842 0.0371 -1.653 0.292 -0.015 -0.118
O -0.0985 1.4525 2.1992 -0.061 0.818 1.728 -0.362
O -1.6785 -1.5183 0.5977 0.103 0.104 0.987 0.135
O -1.5045 1.4267 -0.0116 1.988 -0.431 0.946 -0.356
P -0.2455 1.1119 0.7941 -1.078 1.003 -1.405 0.181
H 0.3525 -1.9679 -0.7700 0.380 -0.434 0.101 -0.109
H -0.4239 -1.0933 -1.8015 -0.637 0.167 -0.563 -0.096
H 1.9515 1.4434 0.2252 0.637 0.272 0.232 0.023
H 0.9284 0.1202 -0.7190 0.775 -0.794 -0.700 -0.059
```
Forces are in eV/Å.

***

(6)
This record from the Open Molecules 2025 dataset describes a structure of composition CH4N2O3PS at a distorted geometry. The level of theory is ωB97M-V/def2-TZVPD.

Computed properties:
Frontier orbital gap in eV: 7.97
Maximum force in eV/Å: 6.2
DFT total energy in Eh: -1115.39815
Charge: -1
HOMO in eV: -4.3

```
12
Properties=species:S:1:pos:R:3:forces:R:3:lowdin_charge:R:1
C -2.0827 0.8554 -0.0924 -0.688 -4.281 -1.239 -0.719
N -2.3986 1.9036 0.3192 -1.182 5.871 1.585 0.096
N -2.3127 -0.3058 -0.3231 -2.913 1.127 0.007 0.121
O 1.8916 -1.1350 -1.2878 0.510 1.703 0.823 -0.237
O 3.1629 0.6340 -0.1021 1.853 0.399 0.776 -0.388
O 1.8705 -1.4920 1.0819 2.255 0.254 -0.938 -0.240
P 1.9690 -0.1629 0.0987 -1.229 -1.075 -1.948 0.018
S 0.2866 0.8602 0.4718 1.561 -0.182 0.333 0.344
H -2.7458 2.7016 -0.2011 0.510 -0.449 0.125 0.075
H 1.0558 -1.4936 -1.0550 -1.445 -1.327 -0.515 -0.021
H 1.1542 -1.2728 1.6221 -1.848 0.412 1.768 -0.036
H -1.8507 -1.0925 -0.5324 2.614 -2.451 -0.775 -0.012
```
Forces are in eV/Å.

***

(7)
This record from the Open Molecules 2025 dataset describes a structure of composition CH4N2OS at a distorted geometry. The level of theory is ωB97M-V/def2-TZVPD.

Computed properties:
Frontier orbital gap (spin up / spin down) in eV: 7.81 / 7.94
Maximum force in eV/Å: 2.0
Energy relative to the best compared isomer or geometry (same formula, charge and spin) in eV: 5.0813
DFT total energy in Eh: -623.27246
HOMO (spin up / spin down) in eV: -8.2 / -8.5

```
9
Properties=species:S:1:pos:R:3:forces:R:3:lowdin_charge:R:1
C -1.8315 0.6623 -0.0546 -0.013 -1.886 0.639 -0.126
N -1.8373 -0.5533 0.3641 0.565 0.940 0.139 -0.526
N 2.1129 -0.0783 -0.1582 -0.939 -0.131 1.397 -0.039
O 1.1999 -0.3317 0.7867 0.452 0.619 -1.243 -0.369
S -0.6575 -1.6089 0.6856 0.182 0.279 -0.469 0.778
H -0.9412 1.1303 -0.4609 0.032 0.263 0.240 0.059
H -2.7736 1.1549 0.0866 -0.266 0.545 -0.565 0.056
H 2.8384 -0.7446 -0.2225 0.735 -0.894 -0.020 0.077
H 1.8899 0.3693 -1.0267 -0.749 0.266 -0.117 0.090
```
Forces are in eV/Å.

***

(8)
This record from the Open Molecules 2025 dataset describes the molecule CH4N2OS at a distorted geometry. The level of theory is ωB97M-V/def2-TZVPD.

Computed properties:
Frontier orbital gap in eV: 9.27
Maximum force in eV/Å: 3.6
Energy relative to the best compared isomer or geometry (same formula, charge and spin) in eV: 3.8333
DFT total energy in Eh: -623.31833
HOMO in eV: -8.7

```
9
Properties=species:S:1:pos:R:3:forces:R:3:lowdin_charge:R:1
O -0.7600 1.7468 1.0715 -0.309 -0.474 -2.327 -0.019
N 0.1167 0.6737 0.8096 1.518 -0.250 -1.687 -0.071
C -0.5300 -0.2896 0.0537 -2.877 -2.234 0.032 -0.372
N -0.2224 -1.0051 -0.9635 0.452 0.756 1.316 -0.424
S 1.3493 -0.9428 -1.6023 -0.381 -3.274 -1.391 0.593
H -0.5287 1.8576 1.9465 0.134 1.001 3.183 0.051
H 0.9588 1.0443 0.3148 -0.912 -0.277 0.502 0.121
H -1.5380 -0.6855 0.4800 1.554 1.536 -0.481 0.151
H 1.1543 -2.3993 -2.1101 0.820 3.217 0.852 -0.029
```
Forces are in eV/Å.